1.
ORCA calculation (wB97M-V/def2-TZVPD) on 2 unconnected molecules or ions with the total composition C16H17F3NO in a non-equilibrium geometry.

## Properties
Energy above the lowest of the compared OMol25 structures with the same formula, charge and spin: 17.8 kcal per mole
F_max: 1.186 eV/A
Net charge: +1

The geometry in XYZ format:
```
38
Properties=species:S:1:pos:R:3:lowdin_charge:R:1
F 5.26 2.32 0.48 0.161
C 5.05 1.18 1.17 -0.554
F 5.69 0.15 0.58 0.155
F 5.47 1.32 2.45 0.171
C 3.56 0.89 1.19 -0.065
C 3.10 -0.40 1.03 0.031
C 1.75 -0.66 1.02 0.033
C 0.81 0.39 1.16 -0.171
C -0.56 0.04 1.13 0.129
C -1.75 0.82 1.11 -0.183
C -2.98 0.15 1.25 0.011
C -4.17 0.84 1.27 -0.033
C -4.18 2.21 1.14 -0.005
C -2.99 2.90 0.97 -0.029
C -1.80 2.22 0.94 0.015
C 1.32 1.69 1.37 0.035
C 2.67 1.92 1.38 0.030
H 3.82 -1.20 0.91 0.136
H 1.40 -1.67 0.90 0.124
H -0.74 -1.02 1.12 0.129
H -2.98 -0.92 1.34 0.126
H -5.09 0.30 1.38 0.123
H -5.11 2.75 1.17 0.127
H -3.01 3.97 0.85 0.124
H -0.91 2.77 0.73 0.103
H 0.66 2.50 1.61 0.106
H 3.06 2.92 1.53 0.139
O -0.75 -3.03 -4.56 -0.073
C -0.65 -3.44 -3.21 -0.281
C -0.15 -2.29 -2.33 -0.282
N -1.11 -1.21 -2.27 0.006
H -1.13 -3.75 -5.11 0.111
H -1.63 -3.77 -2.87 0.114
H 0.03 -4.30 -3.16 0.118
H 0.08 -2.65 -1.32 0.092
H 0.79 -1.90 -2.75 0.119
H -2.01 -1.55 -1.96 0.069
H -0.82 -0.48 -1.63 0.040
```

2.
ORCA calculation (wB97M-V/def2-TZVPD) on 6 unconnected molecules or ions with the total composition C16H17F5N2O17PS in a non-equilibrium geometry.

## Properties
F_max: 2.581 eV/A
Calculated total energy: -88367.0856 eV
Net charge: -1

The geometry in XYZ format:
```
59
Properties=species:S:1:pos:R:3:lowdin_charge:R:1
O -3.22 2.86 -0.94 -0.381
P -2.80 4.37 -1.60 0.602
O -1.23 4.17 -2.18 -0.371
N -2.82 5.54 -0.40 -0.344
N -1.55 6.08 -0.04 -0.159
C -0.82 5.35 0.58 -0.805
S 0.40 4.31 0.71 0.527
H -2.50 2.22 -1.08 -0.028
H -1.22 4.62 -3.03 0.008
C 2.68 6.06 5.43 -0.063
C 2.36 6.11 3.96 -0.316
O 2.63 4.79 3.54 0.114
C 2.41 3.99 4.62 -0.552
O 2.28 2.81 4.56 0.176
O 2.34 4.71 5.77 0.067
F 3.19 6.96 3.30 0.071
H 3.74 6.23 5.63 0.141
H 2.09 6.77 6.02 0.137
H 1.32 6.36 3.73 0.175
C 1.11 -0.54 5.07 -0.047
C 2.44 -1.23 5.13 -0.309
O 2.08 -2.55 5.49 0.130
C 0.83 -2.76 4.99 -0.564
O 0.33 -3.83 4.88 0.167
O 0.24 -1.60 4.65 0.071
F 3.23 -0.70 6.10 0.066
H 0.78 -0.17 6.04 0.146
H 1.09 0.28 4.35 0.135
H 2.98 -1.24 4.18 0.159
C -2.21 -1.06 -4.57 -0.050
C -1.11 -0.04 -4.71 -0.305
O -1.39 0.87 -3.67 0.148
C -2.02 0.15 -2.70 -0.527
O -2.17 0.52 -1.58 0.158
O -2.46 -1.04 -3.17 0.077
F -1.18 0.61 -5.90 0.076
H -3.12 -0.76 -5.10 0.153
H -1.92 -2.05 -4.91 0.101
H -0.10 -0.45 -4.58 0.172
C -0.21 -1.88 0.15 -0.037
C 0.63 -2.70 -0.80 -0.308
O 1.94 -2.45 -0.34 0.135
C 1.84 -2.19 1.00 -0.542
O 2.75 -2.20 1.75 0.179
O 0.56 -1.93 1.35 0.081
F 0.52 -2.25 -2.08 0.065
H -0.32 -0.84 -0.17 0.143
H -1.20 -2.30 0.30 0.148
H 0.43 -3.77 -0.77 0.168
C -0.70 -6.15 -4.89 -0.052
C -1.78 -5.53 -4.05 -0.305
O -2.00 -4.28 -4.68 0.109
C -1.69 -4.46 -6.00 -0.552
O -1.99 -3.72 -6.86 0.194
O -0.99 -5.61 -6.19 0.079
F -1.36 -5.31 -2.78 0.077
H 0.30 -5.83 -4.58 0.147
H -0.74 -7.23 -4.91 0.140
H -2.72 -6.09 -4.03 0.176
```

3.
ORCA calculation (wB97M-V/def2-TZVPD) on C16H17FN2O3S in the gas phase in a non-equilibrium geometry.

## Properties
SMILES: Cc1ccc(NC(=O)CN(c2ccccc2F)S(C)(=O)=O)cc1
Energy above the lowest of the compared OMol25 structures with the same formula, charge and spin: 6.9 kcal per mole
F_max: 1.105 eV/A
Net charge: 0

The geometry in XYZ format:
```
40
Properties=species:S:1:pos:R:3:lowdin_charge:R:1
C -6.98 -0.34 -1.01 -0.055
C -5.58 -0.17 -0.50 -0.288
C -4.50 -0.10 -1.37 -0.036
C -3.21 0.07 -0.91 -0.003
C -2.97 0.19 0.46 -0.216
N -1.69 0.37 1.00 0.140
C -0.50 0.46 0.37 -0.439
O -0.33 0.41 -0.83 0.069
C 0.67 0.69 1.34 -0.105
N 1.94 0.50 0.69 -0.141
C 2.36 -0.76 0.27 -0.182
C 3.62 -0.91 -0.30 -0.033
C 4.09 -2.14 -0.73 -0.076
C 3.31 -3.28 -0.59 -0.085
C 2.07 -3.17 0.00 -0.009
C 1.61 -1.94 0.42 -0.185
F 0.38 -1.93 1.01 0.054
S 2.53 1.88 -0.12 0.661
C 2.24 1.60 -1.87 -0.093
O 1.72 2.97 0.34 -0.286
O 3.94 1.98 0.11 -0.295
C -4.05 0.12 1.34 -0.026
C -5.33 -0.05 0.87 -0.048
H -7.61 -0.81 -0.27 0.075
H -7.40 0.63 -1.26 0.084
H -6.98 -0.95 -1.92 0.076
H -4.67 -0.19 -2.43 0.114
H -2.39 0.12 -1.60 0.100
H -1.68 0.42 2.01 0.148
H 0.60 0.05 2.22 0.138
H 0.64 1.73 1.65 0.122
H 4.25 -0.05 -0.38 0.091
H 5.07 -2.21 -1.16 0.106
H 3.67 -4.24 -0.93 0.103
H 1.43 -4.03 0.14 0.120
H 2.38 2.56 -2.36 0.073
H 2.94 0.87 -2.24 0.061
H 1.22 1.26 -1.98 0.045
H -3.88 0.21 2.40 0.109
H -6.16 -0.10 1.56 0.111
```

4.
ORCA calculation (wB97M-V/def2-TZVPD) on a molecular structure, C16H17IrNO3 in a non-equilibrium geometry.

## Properties
F_max: 6.043 eV/A
Calculated total energy: -27328.5751 eV
Net charge: +1
Multiplicity: 5

The geometry in XYZ format:
```
38
Properties=species:S:1:pos:R:3:lowdin_charge:R:1
Ir 0.10 -0.54 0.53 1.658
C 3.80 -0.67 1.56 -0.007
C 2.82 -1.82 1.34 -0.470
C 3.59 -3.14 1.39 -0.016
O 2.17 -1.64 0.02 -0.132
C 1.63 -1.90 2.45 -0.566
O 1.83 -2.47 3.52 0.102
O 0.49 -1.45 2.17 -0.188
H 4.31 -0.51 0.61 0.099
H 4.53 -0.91 2.32 0.105
H 3.24 0.24 1.78 0.089
H 4.20 -3.22 0.47 0.105
H 2.92 -4.00 1.43 0.094
H 4.24 -3.19 2.28 0.113
H 1.98 -2.53 -0.33 0.118
N -1.76 -1.11 -0.29 -0.084
C -2.72 0.00 -0.15 -0.221
C -3.99 -0.42 0.18 -0.023
C -5.00 0.52 0.14 -0.036
C -4.67 1.83 -0.24 -0.050
C -3.44 2.23 -0.72 0.003
C -2.41 1.28 -0.71 -0.115
C -1.05 1.56 -1.20 -0.182
C -0.89 2.59 -2.12 -0.007
C 0.38 3.01 -2.48 -0.015
C 1.48 2.40 -1.88 -0.054
C 1.36 1.32 -1.03 -0.119
C 0.08 0.89 -0.71 -0.376
H -2.18 -2.00 0.05 0.128
H -1.60 -1.32 -1.28 0.127
H -4.21 -1.45 0.41 0.118
H -6.00 0.27 0.41 0.114
H -5.48 2.54 -0.23 0.113
H -3.33 3.23 -1.13 0.123
H -1.74 3.07 -2.55 0.113
H 0.56 3.77 -3.23 0.124
H 2.49 2.76 -2.05 0.117
H 2.27 0.79 -0.74 0.096
```

5.
ORCA calculation (wB97M-V/def2-TZVPD) on 2 unconnected molecules or ions with the total composition C16H17N in a non-equilibrium geometry.

## Properties
SMILES: Cc1c[nH]c2ccccc12.Cc1ccccc1
Energy above the lowest of the compared OMol25 structures with the same formula, charge and spin: 20.6 kcal per mole
F_max: 1.859 eV/A
Net charge: 0

The geometry in XYZ format:
```
34
Properties=species:S:1:pos:R:3:lowdin_charge:R:1
C 2.15 3.64 -2.32 -0.045
C 2.22 2.55 -1.30 -0.242
C 3.21 1.64 -1.14 -0.046
N 2.87 0.79 -0.09 0.071
C 1.66 1.19 0.43 -0.217
C 1.05 0.79 1.62 -0.042
C -0.08 1.48 2.01 -0.106
C -0.56 2.56 1.26 -0.105
C 0.16 3.08 0.20 -0.021
C 1.24 2.33 -0.28 -0.136
H 1.63 3.18 -3.18 0.083
H 3.03 4.04 -2.84 0.072
H 1.55 4.47 -1.96 0.068
H 4.12 1.51 -1.70 0.120
H 3.34 -0.08 0.04 0.144
H 1.29 -0.11 2.18 0.109
H -0.50 1.27 2.99 0.102
H -1.45 3.04 1.60 0.091
H -0.30 3.92 -0.31 0.107
C -3.06 -0.97 0.57 -0.043
C -2.22 -2.21 0.49 -0.273
C -2.75 -3.48 0.22 -0.058
C -1.93 -4.54 -0.07 -0.095
C -0.55 -4.37 -0.15 -0.103
C 0.01 -3.14 0.08 -0.079
C -0.85 -2.08 0.41 -0.056
H -3.60 -0.90 -0.39 0.086
H -2.43 -0.09 0.57 0.065
H -3.91 -1.09 1.24 0.080
H -3.82 -3.61 0.15 0.112
H -2.30 -5.55 -0.18 0.098
H 0.04 -5.17 -0.52 0.087
H 1.03 -2.92 -0.21 0.098
H -0.31 -1.17 0.58 0.074
```

6.
ORCA calculation (wB97M-V/def2-TZVPD) on 2 unconnected molecules or ions with the total composition C16H17N in a non-equilibrium geometry.

## Properties
SMILES: Cc1c[nH]c2ccccc12.Cc1ccccc1
Energy above the lowest of the compared OMol25 structures with the same formula, charge and spin: 62.9 kcal per mole
F_max: 4.838 eV/A
Net charge: 0

The geometry in XYZ format:
```
34
Properties=species:S:1:pos:R:3:lowdin_charge:R:1
C 2.99 -0.29 -4.58 -0.066
C 2.24 -0.02 -3.36 -0.256
C 2.12 1.29 -2.78 -0.054
N 1.26 1.33 -1.72 0.084
C 0.82 -0.04 -1.65 -0.188
C -0.16 -0.63 -0.88 -0.037
C -0.41 -2.03 -0.87 -0.073
C 0.25 -2.74 -1.85 -0.122
C 1.08 -2.16 -2.75 -0.034
C 1.39 -0.81 -2.68 -0.197
H 2.57 0.25 -5.46 0.092
H 2.91 -1.21 -5.13 0.062
H 4.07 -0.06 -4.37 0.097
H 2.82 2.06 -3.11 0.118
H 1.51 1.85 -0.87 0.159
H -0.88 0.02 -0.38 0.112
H -1.20 -2.39 -0.20 0.101
H -0.03 -3.73 -2.02 0.084
H 1.35 -2.61 -3.72 0.121
C -3.56 0.17 3.96 -0.094
C -2.32 0.53 3.37 -0.319
C -1.28 -0.39 3.13 -0.046
C -0.03 0.12 2.68 -0.110
C 0.18 1.49 2.62 -0.122
C -0.85 2.43 2.85 -0.101
C -2.11 1.95 3.22 -0.042
H -4.43 0.80 4.04 0.080
H -3.19 -0.20 4.93 0.106
H -3.99 -0.71 3.50 0.077
H -1.33 -1.53 3.15 0.134
H 0.61 -0.71 2.46 0.090
H 1.25 1.82 2.52 0.109
H -0.63 3.46 2.59 0.095
H -3.01 2.69 3.40 0.140
```